{
  "formula": "C24H47FNO7",
  "method": "ωB97M-V with the def2-TZVPD basis set",
  "e_above_lowest_kcal_mol": 170.1,
  "e_tot_ha": -1623.31403,
  "total_charge": 1,
  "homo_lumo_gap_ev": 9.60,
  "multiplicity": 1,
  "species": ["C", "C", "O", "C", "C", "O", "C", "C", "C", "O", "C", "N", "C", "C", "C", "C", "C", "O", "C", "O", "C", "C", "C", "C", "C", "C", "F", "H", "H", "H", "H", "H", "H", "H", "H", "H", "H", "H", "H", "H", "H", "H", "H", "H", "H", "H", "H", "H", "H", "H", "H", "H", "H", "H", "H", "H", "H", "H", "H", "H", "H", "H", "H", "H", "H", "H", "O", "C", "O", "C", "C", "C", "H", "H", "H", "H", "H", "H", "H", "H"],
  "xyz": [[7.613304, -0.649581, -0.021032], [7.131678, 0.511526, -1.112767], [6.162388, 0.022977, -2.105722], [5.159656, 1.039033, -2.460155], [3.655391, 0.502295, -1.963143], [2.580773, 1.473913, -2.210358], [1.786301, 1.758786, -1.006656], [0.150576, 1.857470, -1.344063], [-0.074005, 3.202879, -2.253038], [-0.925826, 3.033411, -3.433735], [-2.128224, 3.868658, -3.411447], [-0.203739, 0.552314, -2.018316], [-1.522979, -0.055599, -1.597103], [-2.203837, -1.009663, -2.789877], [-3.371835, -1.958012, -2.063715], [-3.210340, -3.554053, -2.415513], [-2.859327, -4.374608, -1.005492], [-4.104494, -4.883111, -0.341993], [-4.741952, -3.821469, 0.453182], [-4.132630, -3.125607, 1.448571], [-2.683611, 1.018167, -1.167796], [-2.183445, 2.217842, -0.163698], [-0.581862, 1.927214, 0.148791], [-0.044345, 3.156805, 1.092283], [0.507690, 2.591480, 2.559006], [-0.716898, 2.745516, 3.646105], [1.713409, 3.428783, 2.896759], [8.788780, -0.646556, 0.142399], [7.292954, -1.734333, -0.320947], [7.124095, -0.440367, 1.039651], [8.128613, 0.826553, -1.687857], [6.745874, 1.414002, -0.455144], [5.320156, 2.090301, -1.972280], [5.155617, 1.180422, -3.643821], [3.796381, 0.183747, -0.846433], [3.485782, -0.503704, -2.583218], [1.861291, 0.918922, -0.166799], [2.210644, 2.746522, -0.534424], [-0.381698, 4.064134, -1.523556], [1.005978, 3.503698, -2.665116], [-2.150495, 4.715498, -2.607561], [-3.099122, 3.175998, -3.403054], [-2.171404, 4.422515, -4.468465], [0.546368, -0.143624, -1.723083], [-0.178324, 0.564635, -3.061817], [-1.270218, -0.815771, -0.712348], [-2.760093, -0.333627, -3.599366], [-1.394590, -1.721930, -3.273529], [-4.433356, -1.511829, -2.315610], [-3.241724, -1.833667, -0.886310], [-4.281595, -3.938642, -2.768203], [-2.452636, -3.797800, -3.274579], [-2.235409, -3.696497, -0.251402], [-2.186456, -5.317641, -1.215632], [-5.864006, -3.492800, 0.222613], [-3.281278, 1.425521, -2.117560], [-3.498028, 0.397185, -0.553749], [-2.789814, 2.123119, 0.850098], [-2.368610, 3.308330, -0.578862], [-0.415957, 0.923077, 0.772509], [0.708574, 3.883434, 0.562525], [-0.995479, 3.823718, 1.367320], [0.838510, 1.447762, 2.502363], [-0.775445, 1.772876, 4.321929], [-0.480127, 3.669538, 4.358645], [-1.779493, 2.885993, 3.172680], [-0.579136, -2.221926, 1.255877], [-0.711763, -2.269617, 2.477753], [0.370108, -2.424640, 3.275771], [0.353582, -2.285344, 4.707485], [-0.041356, -3.588215, 5.371502], [-2.073351, -2.251513, 3.101576], [-0.277690, -1.447012, 5.015771], [1.375932, -2.027531, 5.005280], [-1.053268, -3.894107, 5.091940], [0.004153, -3.496712, 6.460979], [0.629121, -4.395412, 5.058540], [-2.478878, -3.266315, 3.109296], [-2.722660, -1.608710, 2.498188], [-2.090874, -1.839025, 4.108960]],
  "forces_ev_per_angstrom": [[-0.3, -0.1, 0.5], [2.0, -0.2, 1.0], [-0.7, 2.2, 1.2], [-1.2, 0.4, -0.7], [2.1, -1.6, -0.6], [-0.2, -1.2, 2.0], [-0.3, 0.1, 0.7], [2.2, 1.7, 1.9], [1.6, 0.2, -0.2], [-0.2, 1.0, 2.5], [-1.4, 0.5, -2.0], [0.5, -0.9, -0.1], [-2.8, -2.0, 0.4], [-0.4, 0.0, 0.6], [0.6, 0.5, 0.5], [-1.4, -0.3, 0.9], [1.6, 0.0, -0.4], [-0.7, 4.0, 1.3], [3.1, 2.9, 4.0], [-3.7, -4.8, -6.8], [-1.0, -0.1, 0.4], [0.3, -1.1, 0.6], [-0.9, 1.0, -0.3], [-0.6, 0.3, 0.6], [-0.5, 0.5, -0.9], [0.7, -0.1, 1.1], [-2.7, -1.9, -0.4], [-2.6, 0.1, -0.5], [0.6, 2.2, 0.3], [1.0, -0.4, -2.3], [-2.3, -0.4, 1.1], [0.5, -1.7, -1.7], [0.0, -2.0, -0.8], [0.0, -0.4, 2.6], [-0.6, 0.8, -1.9], [0.0, 2.2, 1.3], [0.1, 1.5, -1.8], [-1.2, -1.8, -0.9], [0.2, -1.6, -1.5], [-2.3, -0.8, 0.8], [0.2, -1.9, -1.2], [2.1, 1.6, 0.4], [0.2, -1.2, 2.3], [-1.0, 1.0, -0.6], [0.1, 0.6, 0.8], [-0.6, 1.9, -1.7], [1.6, -1.4, 1.6], [-1.6, 1.6, 0.9], [2.2, -1.1, 0.3], [-0.3, -0.3, -2.5], [2.4, 0.6, 0.7], [-1.3, 0.6, 1.8], [-1.5, -1.4, -1.6], [-1.7, 1.8, 0.4], [2.4, -1.4, 0.2], [1.6, -0.9, 2.0], [1.9, 1.2, -1.5], [1.3, 0.3, -2.1], [0.6, -2.4, 0.7], [-0.5, 2.0, -1.7], [-1.2, -1.6, 1.2], [2.1, -1.4, -0.7], [-0.3, 2.7, 0.1], [0.2, 2.1, -1.3], [-0.6, -2.0, -1.6], [2.3, -0.2, 0.6], [0.3, 0.1, 1.5], [0.1, -0.3, -0.7], [0.0, 0.4, -1.0], [-0.1, -0.2, 0.4], [-0.1, -0.2, 0.0], [-0.2, 0.8, 0.3], [-0.1, -0.1, -0.1], [-0.1, 0.0, -0.4], [0.1, 0.1, 0.1], [0.0, 0.0, -0.2], [0.0, 0.2, 0.1], [0.0, 0.2, 0.0], [0.2, -0.4, 0.0], [0.1, -0.2, 0.1]],
  "mulliken_charge": [-0.898, -0.171, -0.332, -0.508, -0.169, -0.256, -1.039, 0.158, -0.680, -0.363, -0.554, 0.365, 0.277, -0.913, 0.089, -0.713, -0.007, -0.361, 0.137, -0.469, -0.654, -0.773, 0.646, -1.226, 0.586, -0.988, -0.378, 0.282, 0.253, 0.234, 0.263, 0.238, 0.297, 0.247, 0.216, 0.190, 0.489, 0.234, 0.354, 0.244, 0.253, 0.201, 0.258, 0.629, 0.595, -0.271, 0.299, 0.356, 0.428, -0.177, 0.304, 0.374, -0.035, 0.286, 0.333, 0.116, 0.383, 0.404, 0.162, -0.086, 0.445, 0.493, 0.118, 0.163, 0.330, 0.291, -0.572, 0.705, -0.385, -0.257, -1.046, -0.837, 0.199, 0.360, 0.277, 0.380, 0.301, 0.235, 0.200, 0.446]
}


{
  "formula": "C6H15N3",
  "method": "ωB97M-V with the def2-TZVPD basis set",
  "e_above_lowest_kcal_mol": 74.2,
  "e_tot_ha": -401.15783,
  "total_charge": 2,
  "homo_lumo_gap_ev": 8.25,
  "multiplicity": 1,
  "species": ["C", "C", "C", "C", "C", "C", "N", "N", "N", "H", "H", "H", "H", "H", "H", "H", "H", "H", "H", "H", "H", "H", "H", "H"],
  "xyz": [[-0.333262, -2.399132, 2.894861], [-0.083940, -1.575497, 0.641724], [0.445624, 3.092603, -1.962573], [1.457316, 0.823038, -1.361559], [-1.034227, 1.153489, -1.173482], [0.328148, 1.710976, -1.451048], [0.248490, -2.589060, 4.024380], [-1.233910, -1.935832, 0.194219], [0.365202, -2.288743, 1.798996], [-1.419800, -2.482343, 2.739102], [0.006079, 3.833464, -1.177097], [-0.038106, 3.264828, -2.945765], [1.464212, 3.550313, -2.040747], [1.712911, 0.783306, -2.320356], [1.252069, -0.194431, -0.905781], [2.190170, 1.347977, -0.697633], [-1.766667, 1.825716, -1.392205], [-1.052326, 0.958908, -0.069429], [-1.222770, 0.187569, -1.667389], [-0.168077, -2.488314, 4.938268], [1.240066, -2.887457, 4.036174], [-1.557533, -1.625221, -0.699533], [-1.788374, -2.702544, 0.622356], [1.409887, -2.087963, 1.917140]],
  "forces_ev_per_angstrom": [[-1.2, -1.0, -0.4], [0.9, 0.0, -0.6], [0.8, 1.9, 1.5], [-1.1, -0.4, 5.8], [2.3, -1.0, 1.1], [-1.7, -0.2, -0.8], [1.4, -0.5, 1.3], [-0.8, -1.6, 1.2], [2.5, 1.5, -1.0], [0.3, 0.7, 0.8], [-0.1, -1.3, -1.3], [-0.3, -0.3, 0.6], [-0.4, -1.2, -0.1], [2.2, -0.3, -4.3], [0.0, 1.3, -0.7], [0.1, -0.3, -1.0], [-2.2, 1.8, -0.7], [0.1, 0.0, -0.6], [0.4, 0.4, 0.0], [-0.5, -0.3, -0.1], [-0.7, 0.6, 0.1], [-0.3, 0.3, -0.2], [0.2, 0.4, -0.6], [-1.9, -0.6, -0.1]],
  "nbo_charge": [0.400, 0.228, -0.793, -0.757, -0.723, 0.646, -0.679, -0.722, -0.593, 0.234, 0.321, 0.327, 0.281, 0.292, 0.274, 0.297, 0.254, 0.294, 0.262, 0.460, 0.438, 0.425, 0.394, 0.440]
}


{
  "formula": "C43H44BrN2P2RbS4Te",
  "method": "ωB97M-V with the def2-TZVPD basis set",
  "e_above_lowest_kcal_mol": 11.9,
  "e_tot_ha": -6916.02148,
  "homo_lumo_gap_ev": 5.48,
  "multiplicity": 1,
  "species": ["Rb", "C", "C", "S", "C", "C", "S", "C", "C", "S", "C", "C", "S", "H", "H", "H", "H", "H", "H", "H", "H", "H", "H", "H", "H", "H", "H", "H", "H", "Te", "C", "C", "C", "N", "C", "C", "C", "P", "C", "C", "C", "C", "C", "C", "C", "C", "C", "C", "C", "C", "P", "C", "C", "C", "C", "C", "C", "C", "C", "C", "C", "C", "C", "H", "H", "H", "H", "H", "H", "H", "H", "H", "H", "H", "H", "H", "H", "H", "H", "H", "H", "H", "H", "H", "H", "H", "H", "Br", "C", "C", "C", "N", "C", "C", "H", "H", "H", "H"],
  "xyz": [[0.807760, -0.335027, 1.805788], [0.942535, -1.831649, 6.091559], [-0.254819, -2.734173, 5.817011], [-0.334074, -3.267143, 4.086234], [-2.117635, -3.465694, 3.836527], [-2.973430, -2.214306, 4.004078], [-2.403875, -0.886688, 2.915296], [-3.306504, 0.510204, 3.620828], [-2.685712, 1.845624, 3.209031], [-0.924582, 2.102624, 3.567886], [-0.849720, 1.868181, 5.362979], [-0.619253, 0.435426, 5.833180], [0.961601, -0.231466, 5.243332], [1.869740, -2.316608, 5.779152], [1.013263, -1.662686, 7.166837], [-1.178344, -2.216331, 6.074333], [-0.184921, -3.610123, 6.463497], [-2.487066, -4.244530, 4.504636], [-2.205377, -3.846824, 2.817616], [-2.955871, -1.866272, 5.039682], [-4.008404, -2.468641, 3.770612], [-3.315582, 0.406795, 4.708226], [-4.344951, 0.497027, 3.284529], [-3.256001, 2.657223, 3.662809], [-2.739710, 1.965738, 2.125227], [-1.778836, 2.244815, 5.794086], [-0.045681, 2.510870, 5.721309], [-1.428109, -0.203031, 5.485760], [-0.599728, 0.423233, 6.926203], [2.013266, 2.484264, -0.494367], [3.044908, 3.164343, -2.208227], [2.356198, 3.706766, -3.284397], [3.070068, 4.115688, -4.399344], [4.399215, 4.027754, -4.503149], [5.049950, 3.515345, -3.460557], [4.425101, 3.072556, -2.301994], [0.483967, 1.362890, -1.467006], [1.108770, -0.356148, -1.459692], [-0.082321, -1.379789, -2.431389], [-1.084123, -2.014720, -1.690554], [-2.039837, -2.815167, -2.299546], [-1.994261, -3.019304, -3.671709], [-0.992549, -2.417698, -4.420114], [-0.045580, -1.604495, -3.806928], [2.528665, -0.269642, -2.618622], [3.682868, -0.986998, -2.311812], [4.787181, -0.955964, -3.157221], [4.746710, -0.200830, -4.320766], [3.603315, 0.524190, -4.635406], [2.505030, 0.489625, -3.788559], [-0.943949, 1.588630, -0.361297], [-2.366712, 0.919081, -1.338194], [-3.479831, 0.449228, -0.646462], [-4.587602, -0.047451, -1.325638], [-4.587915, -0.082801, -2.711159], [-3.476902, 0.376018, -3.412670], [-2.376653, 0.871671, -2.730677], [-1.266904, 3.395425, -0.609443], [-1.376895, 4.246627, 0.485637], [-1.602404, 5.609782, 0.315197], [-1.722517, 6.135365, -0.960222], [-1.614779, 5.294594, -2.064146], [-1.389127, 3.939128, -1.888425], [1.275101, 3.784816, -3.260032], [2.550556, 4.536396, -5.254407], [6.128333, 3.438633, -3.559095], [5.012939, 2.632239, -1.505092], [-1.128149, -1.857824, -0.616620], [-2.819391, -3.275936, -1.704044], [-2.733149, -3.647185, -4.155136], [-0.946857, -2.579669, -5.490664], [0.729352, -1.151002, -4.409680], [3.723304, -1.560936, -1.392804], [5.681306, -1.511305, -2.899454], [5.608823, -0.164905, -4.976592], [3.577676, 1.132244, -5.532186], [1.621949, 1.079618, -4.006184], [-3.469390, 0.445885, 0.440751], [-5.445771, -0.411420, -0.771829], [-5.444919, -0.475059, -3.245312], [-3.465957, 0.332884, -4.495460], [-1.491892, 1.197870, -3.266554], [-1.252373, 3.852358, 1.489103], [-1.672347, 6.257666, 1.180252], [-1.895945, 7.195558, -1.099006], [-1.705250, 5.701959, -3.064188], [-1.283977, 3.288377, -2.747405], [3.990234, -7.241377, 0.072947], [3.162133, -5.620400, 0.576484], [3.241095, -5.181746, 1.886207], [2.613567, -3.988459, 2.202749], [1.948876, -3.240039, 1.322226], [1.886485, -3.687848, 0.065704], [2.474424, -4.870705, -0.357874], [3.771025, -5.745889, 2.640496], [2.650198, -3.620927, 3.223473], [1.344875, -3.066498, -0.640393], [2.392049, -5.181906, -1.389771]],
  "forces_ev_per_angstrom": [[0.1, -0.2, 0.2], [0.0, 0.0, -0.1], [-0.1, 0.0, 0.0], [0.1, 0.1, -0.1], [0.0, 0.0, 0.1], [0.0, 0.0, 0.0], [0.0, -0.1, 0.0], [0.0, 0.2, 0.0], [0.0, -0.1, 0.0], [0.0, -0.1, 0.0], [0.0, -0.1, 0.0], [0.0, 0.1, 0.1], [-0.2, 0.0, 0.1], [0.0, 0.0, 0.0], [0.0, 0.0, 0.0], [0.0, 0.0, 0.0], [0.0, 0.0, 0.0], [0.0, 0.0, 0.0], [0.0, 0.0, 0.0], [0.0, 0.0, 0.0], [0.0, 0.0, 0.0], [0.0, 0.0, 0.0], [0.0, 0.0, 0.0], [0.0, 0.0, 0.0], [0.0, 0.0, 0.0], [0.0, 0.0, 0.0], [0.0, 0.0, 0.0], [0.0, 0.0, 0.0], [0.0, 0.0, 0.0], [0.1, 0.0, 0.0], [0.0, 0.0, 0.0], [-0.1, 0.0, 0.0], [0.1, 0.0, 0.1], [0.0, 0.0, 0.0], [-0.1, 0.0, -0.1], [0.0, 0.0, 0.1], [0.0, 0.0, 0.0], [0.2, 0.0, -0.1], [-0.1, 0.0, 0.0], [0.0, 0.0, -0.1], [0.0, 0.0, 0.1], [0.0, 0.0, 0.0], [0.0, 0.0, 0.0], [0.0, 0.0, 0.0], [0.0, 0.0, 0.0], [0.0, 0.0, -0.1], [0.0, 0.0, 0.0], [0.0, 0.0, 0.0], [0.0, 0.0, 0.0], [0.0, 0.0, 0.0], [-0.3, 0.3, -0.4], [0.0, 0.0, 0.0], [0.0, 0.0, 0.0], [0.0, 0.0, 0.1], [0.1, 0.0, 0.0], [0.0, 0.0, 0.0], [0.0, -0.1, 0.0], [0.0, 0.0, 0.1], [0.0, 0.0, 0.0], [0.0, -0.1, 0.0], [0.0, 0.0, 0.0], [0.0, 0.0, 0.0], [0.0, 0.0, 0.0], [0.0, 0.0, 0.0], [0.0, 0.0, 0.0], [0.0, 0.0, 0.0], [0.0, 0.0, 0.0], [0.0, 0.0, 0.0], [0.0, 0.0, 0.0], [0.0, 0.0, 0.0], [0.0, 0.0, 0.0], [0.0, 0.0, 0.0], [0.0, 0.0, 0.0], [0.0, 0.0, 0.0], [0.0, 0.0, 0.0], [0.0, 0.0, 0.0], [0.0, 0.0, 0.0], [0.0, 0.0, -0.1], [0.0, 0.0, 0.0], [0.0, 0.0, 0.0], [0.0, 0.0, 0.0], [0.0, 0.0, 0.0], [0.0, 0.0, -0.1], [0.0, 0.0, 0.0], [0.0, 0.0, 0.0], [0.0, 0.0, 0.0], [0.0, 0.1, 0.0], [0.0, 0.0, 0.0], [0.0, 0.0, 0.0], [0.0, 0.0, 0.1], [0.0, 0.1, -0.1], [0.0, 0.0, 0.0], [0.0, 0.1, 0.1], [0.0, 0.0, -0.1], [0.0, 0.0, 0.0], [0.0, 0.0, 0.0], [0.0, 0.0, 0.0], [0.0, 0.0, 0.0]],
  "nbo_charge": [0.817, -0.533, -0.548, 0.205, -0.538, -0.537, 0.195, -0.538, -0.547, 0.209, -0.550, -0.540, 0.193, 0.231, 0.224, 0.212, 0.225, 0.226, 0.241, 0.201, 0.227, 0.206, 0.228, 0.226, 0.257, 0.226, 0.238, 0.207, 0.218, 0.488, -0.188, -0.288, 0.026, -0.432, 0.036, -0.293, -1.322, 0.743, -0.328, -0.230, -0.154, -0.232, -0.212, -0.211, -0.359, -0.141, -0.241, -0.209, -0.208, -0.210, 0.725, -0.348, -0.151, -0.241, -0.214, -0.200, -0.206, -0.312, -0.219, -0.209, -0.213, -0.235, -0.142, 0.234, 0.188, 0.188, 0.221, 0.202, 0.201, 0.210, 0.211, 0.224, 0.202, 0.208, 0.212, 0.218, 0.232, 0.191, 0.205, 0.209, 0.211, 0.231, 0.211, 0.206, 0.209, 0.209, 0.213, 0.081, -0.044, -0.292, 0.053, -0.462, 0.050, -0.277, 0.234, 0.190, 0.228, 0.241]
}


What are the LUMO energy values for these records? In order: -2.144 -8.451 -0.247 eV.